1.
The molecule C5H8O2 at a distorted geometry. Source: the OMol25 dataset; level of theory: ωB97M-V with the def2-TZVPD basis set.

XYZ file:
```
15
Properties=species:S:1:pos:R:3:lowdin_charge:R:1
C -0.530 1.804 1.789 -0.2397
C -1.022 0.755 0.708 0.0209
C -0.310 -0.032 -0.134 -0.2821
C -0.824 -1.153 -1.079 -0.0285
C 1.186 0.078 -0.235 -0.0543
O -1.417 2.027 2.517 0.0913
O 0.857 2.563 2.384 -0.0861
H -2.057 0.804 0.489 0.0997
H -1.249 -0.852 -1.962 0.0459
H -1.600 -1.706 -0.562 0.0832
H 0.028 -1.753 -1.366 0.0735
H 1.492 0.786 0.552 0.0776
H 1.489 0.210 -1.264 0.0924
H 1.640 -0.817 0.106 0.0710
H 0.470 2.918 3.188 0.0351
```

Properties
SMILES string = CC(C)=CC(=O)O
HOMO = -9.98 eV
Gap between HOMO and LUMO = 10.62 eV
Calculated total energy = -9406.9832 eV
LUMO = 0.65 eV

=====

2.
A cluster of 4 separate species, C8H15BrCl6FNO4P2 in total. Source: the OMol25 dataset; level of theory: ωB97M-V with the def2-TZVPD basis set.

XYZ file:
```
38
Properties=species:S:1:pos:R:3:lowdin_charge:R:1
O 2.096 1.331 1.146 0.1446
C 1.204 0.601 0.853 -0.5260
F 1.389 -0.698 0.659 0.1488
N -0.105 1.007 0.623 0.1228
C -1.177 0.149 0.228 -0.7373
O -1.187 -1.029 0.355 0.0568
P -2.581 1.154 -0.557 0.3941
Br -3.096 -0.124 -2.273 0.2671
P -3.877 0.826 1.194 0.5826
O -5.159 1.773 0.833 -0.3365
O -4.566 -0.631 1.000 -0.3308
H -0.383 1.745 1.258 0.1442
H -4.897 2.668 0.583 0.0442
H -4.845 -0.968 1.860 0.0527
Cl -7.253 -2.552 -1.127 0.5389
C -5.874 -3.563 -0.624 -0.6692
C -6.287 -4.677 0.302 -0.6566
Cl -6.808 -4.057 1.894 0.5284
H -5.145 -2.907 -0.153 0.0430
H -5.437 -3.980 -1.530 0.0744
H -5.438 -5.335 0.480 0.0727
H -7.107 -5.257 -0.111 0.0673
Cl 6.255 4.233 -0.995 0.5314
C 5.401 3.571 0.423 -0.6732
C 3.947 3.957 0.448 -0.6816
Cl 3.720 5.705 0.745 0.5328
H 5.920 3.920 1.312 0.0678
H 5.481 2.486 0.364 0.0490
H 3.442 3.428 1.253 0.0503
H 3.457 3.712 -0.491 0.0530
Cl 4.204 1.012 -2.061 0.5688
C 4.206 -0.468 -1.063 -0.6673
C 5.503 -1.227 -1.180 -0.6616
Cl 5.718 -1.947 -2.796 0.5418
H 3.361 -1.078 -1.372 0.0656
H 4.055 -0.154 -0.031 0.0556
H 5.508 -2.045 -0.462 0.0740
H 6.357 -0.581 -0.990 0.0676
```

Properties
SMILES string = O=C(F)NC(=O)P(Br)#P(O)O.ClCCCl.ClCCCl.ClCCCl
HOMO = -9.25 eV
Gap between HOMO and LUMO = 8.34 eV
Calculated total energy = -184693.8315 eV
LUMO = -0.91 eV

=====

3.
A structure of composition C25H49Li6O17P2 at a distorted geometry. Source: the OMol25 dataset; level of theory: ωB97M-V with the def2-TZVPD basis set.

XYZ file:
```
99
Properties=species:S:1:pos:R:3:lowdin_charge:R:1
Li -0.767 2.218 -2.484 0.6997
Li -3.380 0.510 -0.704 0.7142
Li 1.809 1.218 0.988 0.6022
Li -0.505 2.378 0.513 0.6130
Li 1.404 1.127 -1.652 0.6182
Li -1.614 -0.715 -2.958 0.6462
P 1.725 3.238 -0.507 0.0338
O 1.249 3.047 0.965 -0.3970
O 2.633 4.543 -0.419 -0.1104
O 0.595 2.963 -1.480 -0.4657
O 2.720 2.033 -0.568 -0.4222
P -0.955 0.282 -0.832 -0.0785
O -1.986 -0.833 -0.972 -0.4204
O -1.809 1.542 -0.614 -0.5033
O -0.303 0.435 -2.180 -0.5159
O 0.278 0.441 0.153 -0.4592
O -4.771 0.851 -4.705 0.1174
C -3.893 0.252 -3.914 -0.8818
O -3.094 -0.487 -4.505 -0.0502
O -3.808 0.535 -2.719 -0.0733
H -4.488 0.456 -5.533 0.1069
C 3.601 -2.344 1.840 -0.1918
C 4.913 -1.697 1.856 -0.1637
C 4.482 -0.215 2.016 -0.1709
O 3.193 -0.131 1.504 -0.2005
C 2.679 -1.399 1.106 -0.1812
H 3.187 -2.548 2.828 0.1213
H 3.615 -3.271 1.267 0.1215
H 5.655 -1.951 1.099 0.1145
H 5.529 -2.150 2.633 0.1113
H 5.072 0.533 1.489 0.1327
H 4.593 -0.003 3.080 0.1160
H 2.927 -1.471 0.047 0.1293
H 1.630 -1.642 1.273 0.1079
C 0.784 -0.495 4.845 -0.1378
C 1.909 0.477 5.217 -0.1183
C 1.735 1.613 4.121 -0.1611
O 1.156 0.999 2.985 -0.2134
C 0.292 -0.034 3.448 -0.1841
H -0.054 -0.555 5.540 0.1096
H 1.121 -1.522 4.710 0.0979
H 2.883 0.009 5.360 0.0982
H 1.783 0.938 6.197 0.0988
H 2.672 2.104 3.855 0.1221
H 1.128 2.477 4.390 0.1089
H 0.402 -0.834 2.715 0.0936
H -0.773 0.200 3.462 0.1020
C -3.050 4.401 3.261 -0.1390
C -3.465 4.810 1.871 -0.1696
C -2.851 3.730 1.031 -0.2095
O -1.655 3.381 1.729 -0.2135
C -1.857 3.400 3.140 -0.1351
H -3.907 4.093 3.860 0.1109
H -2.662 5.326 3.689 0.1073
H -3.105 5.815 1.653 0.1165
H -4.548 4.919 1.816 0.1168
H -2.559 4.140 0.064 0.1279
H -3.543 2.920 0.804 0.1133
H -0.904 3.577 3.640 0.1165
H -2.035 2.375 3.466 0.1099
C -0.378 -4.629 -3.547 -0.1727
C 0.811 -3.924 -2.959 -0.1720
C 0.286 -2.530 -2.781 -0.2256
O -0.681 -2.336 -3.838 -0.1910
C -0.912 -3.602 -4.500 -0.1599
H -1.060 -4.864 -2.729 0.1238
H -0.204 -5.541 -4.117 0.1201
H 1.696 -3.937 -3.595 0.1187
H 1.121 -4.380 -2.019 0.1188
H 1.093 -1.828 -2.569 0.1078
H -0.254 -2.481 -1.836 0.1039
H -0.360 -3.549 -5.439 0.1293
H -1.990 -3.717 -4.606 0.1316
C -2.136 -3.028 1.729 -0.1869
C -2.357 -3.978 2.837 -0.1920
C -2.045 -3.109 4.037 -0.2044
O -2.212 -1.765 3.639 -0.1293
C -2.681 -1.777 2.332 -0.2253
H -2.756 -3.335 0.887 0.1258
H -1.064 -3.023 1.531 0.1249
H -1.756 -4.887 2.803 0.1204
H -3.418 -4.216 2.766 0.1167
H -1.043 -3.322 4.408 0.1134
H -2.690 -3.456 4.845 0.1159
H -2.332 -0.965 1.693 0.1030
H -3.759 -1.752 2.492 0.1337
C 1.350 2.259 -5.816 -0.1657
C 0.929 0.814 -5.616 -0.1426
C 1.973 0.388 -4.590 -0.1823
O 2.022 1.476 -3.654 -0.1885
C 1.841 2.675 -4.436 -0.1685
H 0.604 2.820 -6.379 0.1164
H 2.195 2.328 -6.501 0.1104
H 0.868 0.288 -6.569 0.1227
H -0.072 0.768 -5.188 0.1107
H 2.951 0.104 -4.978 0.1278
H 1.650 -0.562 -4.164 0.0955
H 2.693 3.355 -4.469 0.1301
H 1.066 3.212 -3.889 0.0965
```

Properties
HOMO (alpha / beta) = -8.97 / -8.84 eV
Expectation value of S² = 0.761
Gap between HOMO and LUMO (alpha / beta) = 9.10 / 6.98 eV
Spin multiplicity = 2
Calculated total energy = -81350.9884 eV
LUMO (alpha / beta) = 0.13 / -1.86 eV

=====

4.
A structure of composition C21H39Br9N12O10 at a distorted geometry. Source: the OMol25 dataset; level of theory: ωB97M-V with the def2-TZVPD basis set.

XYZ file:
```
91
Properties=species:S:1:pos:R:3:lowdin_charge:R:1
C 31.690 8.601 10.741 -1.4478
Br 32.114 8.209 12.660 0.5142
Br 32.175 7.098 9.539 0.6283
Br 32.571 10.358 10.375 0.5112
H 30.646 8.909 10.681 -0.0319
C 34.246 12.040 2.517 -1.4570
Br 32.733 10.918 3.189 0.6212
Br 34.300 13.986 3.179 0.4780
Br 34.635 11.844 0.595 0.5636
H 35.082 11.627 3.080 -0.0529
C 25.735 8.407 7.573 -1.3901
Br 24.395 8.497 9.054 0.4992
Br 25.360 6.613 6.733 0.6111
Br 27.658 8.907 8.028 0.5571
H 25.307 9.202 6.962 -0.0385
C 28.547 0.904 10.331 0.0094
C 29.255 1.945 9.682 -0.0100
C 30.668 1.815 9.519 -0.3048
C 31.339 0.648 9.930 -0.0413
C 30.635 -0.348 10.499 -0.0145
C 29.279 -0.153 10.911 -0.3524
O 28.681 -0.955 11.779 0.0638
O 31.424 2.804 8.911 0.0017
H 27.483 0.862 10.510 0.1196
H 28.618 2.774 9.410 0.1036
H 32.406 0.491 9.868 0.1213
H 31.247 -1.144 10.898 0.1187
H 28.550 -1.753 11.263 0.1212
H 32.374 2.721 9.017 0.1095
C 29.639 6.174 7.014 -0.1055
C 30.505 7.035 6.377 -0.0743
C 30.342 7.300 5.002 -0.2563
C 29.244 6.734 4.256 0.0465
C 28.409 5.856 4.938 -0.0217
C 28.643 5.540 6.292 -0.4007
O 27.729 4.809 6.981 -0.0795
O 31.145 8.175 4.282 -0.0411
H 29.899 6.100 8.059 0.0678
H 31.264 7.576 6.922 0.0594
H 29.065 7.033 3.233 0.1051
H 27.518 5.359 4.582 0.0953
H 28.075 4.755 7.875 0.0956
H 31.963 8.577 4.583 0.0278
C 25.711 2.281 4.348 -0.7798
O 25.683 1.711 3.278 0.0372
N 24.616 2.396 5.056 0.1534
N 26.720 2.984 4.794 0.1826
H 24.496 3.127 5.742 0.0999
H 23.868 1.975 4.523 0.1162
H 26.803 3.577 5.607 0.0664
H 27.484 3.103 4.144 0.1011
C 32.975 6.815 1.648 -0.6800
O 31.792 6.619 1.580 0.0269
N 33.617 7.247 2.704 0.1852
N 33.846 6.637 0.540 0.1436
H 34.592 7.463 2.854 0.1195
H 32.924 7.464 3.405 0.0524
H 33.406 6.331 -0.316 0.0937
H 34.820 6.462 0.742 0.0871
C 34.581 7.987 6.585 -0.7805
O 34.162 7.819 5.463 0.0208
N 34.937 6.979 7.328 0.1688
N 34.686 9.199 7.109 0.1817
H 35.293 7.108 8.265 0.1068
H 34.813 6.098 6.851 0.1289
H 34.392 10.027 6.611 0.1158
H 34.814 9.240 8.110 0.0805
C 29.313 8.970 0.719 -0.7873
O 28.444 9.687 0.231 0.0086
N 30.281 9.425 1.499 0.1481
N 29.311 7.682 0.683 0.1674
H 30.825 8.719 1.973 0.0457
H 30.144 10.380 1.799 0.0815
H 30.143 7.166 0.932 0.0579
H 28.796 7.463 -0.158 0.1231
C 32.614 3.801 3.520 -0.8322
O 33.757 4.032 3.376 0.0650
N 31.723 4.320 4.297 0.1882
N 32.050 2.831 2.854 0.1718
H 31.971 5.049 4.950 0.1157
H 30.810 3.897 4.209 0.0822
H 32.604 2.378 2.141 0.1244
H 31.239 2.495 3.354 0.0747
C 29.606 1.759 5.647 -0.7811
O 29.387 1.678 4.469 0.0404
N 29.290 0.792 6.419 0.1967
N 30.049 2.829 6.312 0.1996
H 29.683 0.771 7.349 0.0904
H 29.018 -0.021 5.884 0.1349
H 30.058 2.771 7.320 0.0628
H 30.225 3.665 5.773 0.0631
```

Properties
HOMO = -8.38 eV
Gap between HOMO and LUMO = 7.07 eV
Calculated total energy = -691148.6353 eV
LUMO = -1.31 eV